Entry 1:
{
  "formula": "IO2S",
  "method": "wB97M-V/def2-TZVPD",
  "homo_energy_ev": -4.08,
  "total_energy_ha": -846.460092,
  "molar_mass_g_mol": 191.0,
  "spin_multiplicity": 1,
  "charge": -1,
  "gap_ev": 7.55,
  "elements": ["O", "O", "S", "I"],
  "positions_angstrom": [[-0.893, 1.223, -0.188], [-0.893, -1.223, -0.188], [-0.406, 0.000, 0.450], [2.193, 0.000, -0.075]],
  "forces_ev_per_angstrom": [[0.2, -0.3, 0.1], [0.2, 0.3, 0.1], [-1.5, 0.0, 0.0], [1.0, 0.0, -0.3]],
  "lowdin_charge": [-0.5941, -0.5941, 0.2828, -0.0947]
}

---

Entry 2:
{
  "formula": "C33H25F5N4O7PbS4SeTe",
  "method": "wB97M-V/def2-TZVPD",
  "homo_energy_ev": -7.88,
  "total_energy_ha": -6972.587827,
  "molar_mass_g_mol": 1226.6,
  "spin_multiplicity": 1,
  "charge": 0,
  "gap_ev": 6.32,
  "elements": ["Pb", "Se", "N", "C", "C", "C", "C", "C", "N", "C", "C", "N", "C", "C", "C", "C", "C", "N", "H", "H", "H", "H", "H", "H", "O", "C", "C", "O", "C", "C", "O", "C", "O", "O", "C", "C", "S", "C", "C", "S", "C", "C", "S", "H", "H", "H", "H", "H", "H", "H", "H", "H", "H", "H", "H", "C", "C", "O", "S", "C", "C", "C", "C", "C", "C", "C", "C", "H", "H", "H", "H", "H", "H", "H", "F", "Te", "F", "F", "F", "F", "O"],
  "positions_angstrom": [[1.698, 1.151, -0.319], [-1.565, 0.540, 7.035], [-0.198, -0.254, 6.270], [-0.212, 0.001, 4.976], [0.768, -0.474, 4.039], [1.805, -1.342, 4.395], [2.702, -1.738, 3.426], [2.576, -1.209, 2.142], [1.606, -0.387, 1.798], [0.680, -0.044, 2.701], [-0.442, 0.767, 2.258], [-0.505, 1.093, 0.965], [-1.553, 1.732, 0.491], [-2.620, 2.121, 1.298], [-2.555, 1.857, 2.648], [-1.451, 1.165, 3.156], [-1.302, 0.824, 4.542], [-2.118, 1.205, 5.505], [1.869, -1.687, 5.416], [3.503, -2.421, 3.653], [3.291, -1.446, 1.365], [-1.518, 1.948, -0.567], [-3.465, 2.628, 0.863], [-3.336, 2.156, 3.328], [3.646, -4.820, -2.607], [3.242, -3.714, -2.358], [4.092, -2.491, -2.048], [5.282, -2.379, -2.228], [3.153, -1.462, -1.512], [1.855, -1.949, -1.681], [0.778, -1.174, -1.330], [1.791, -3.277, -2.233], [0.815, -3.945, -2.519], [3.507, -0.357, -1.001], [4.916, 3.333, -0.499], [5.079, 2.354, 0.644], [3.614, 1.962, 1.666], [3.104, 3.543, 2.456], [2.444, 4.587, 1.577], [1.043, 3.905, 0.587], [1.293, 4.710, -1.035], [2.651, 4.610, -1.707], [3.518, 2.985, -1.674], [5.810, 3.275, -1.119], [4.829, 4.354, -0.139], [5.855, 2.707, 1.327], [5.347, 1.369, 0.261], [3.978, 3.968, 2.949], [2.406, 3.205, 3.221], [3.149, 5.027, 0.882], [2.032, 5.372, 2.213], [1.029, 5.761, -0.922], [0.534, 4.228, -1.650], [3.349, 5.356, -1.332], [2.491, 4.791, -2.769], [-8.050, -6.222, -0.421], [-6.910, -5.283, -0.658], [-6.174, -4.829, 0.171], [-6.715, -4.916, -2.392], [-5.183, -4.010, -2.283], [-4.009, -4.599, -2.723], [-2.809, -3.938, -2.558], [-2.784, -2.683, -1.943], [-3.974, -2.098, -1.510], [-5.172, -2.760, -1.687], [-1.533, -2.063, -1.745], [-0.421, -1.634, -1.565], [-8.553, -5.966, 0.508], [-7.640, -7.228, -0.339], [-8.745, -6.195, -1.253], [-4.035, -5.574, -3.183], [-1.879, -4.386, -2.874], [-3.951, -1.133, -1.026], [-6.096, -2.319, -1.349], [1.761, 2.800, -4.130], [0.059, 1.911, -3.846], [0.831, 0.213, -4.240], [-1.719, 1.242, -4.033], [-0.044, 2.068, -5.740], [-0.679, 3.705, -3.896], [0.131, 1.878, -2.091]],
  "forces_ev_per_angstrom": [[-0.2, -0.5, -0.7], [0.0, 0.0, -0.2], [0.9, -0.6, -0.4], [-0.6, 0.2, 1.2], [0.5, -0.2, -0.7], [-0.1, 0.1, -0.3], [-0.1, 0.1, 0.1], [0.1, -0.2, 0.2], [-0.4, -0.2, 0.0], [0.5, -0.5, 0.8], [-0.9, 0.5, 0.2], [-0.2, -0.5, 0.2], [-0.2, 0.2, 0.0], [0.0, 0.0, 0.2], [0.2, -0.1, -0.1], [0.1, 0.1, -0.9], [-0.3, -0.1, 1.3], [-0.5, 0.5, -0.9], [0.0, 0.0, 0.1], [0.1, -0.1, 0.0], [0.1, 0.0, -0.1], [-0.1, 0.0, -0.1], [-0.1, 0.1, 0.0], [-0.1, 0.0, 0.1], [-0.3, 0.6, 0.1], [0.4, -0.8, -0.3], [0.8, -0.1, -0.2], [-0.6, 0.0, 0.3], [-0.6, 0.4, 0.2], [0.8, -0.2, -0.2], [0.4, 0.1, 0.1], [-0.7, -0.4, -0.1], [0.5, 0.1, 0.1], [0.2, -0.3, 0.0], [-0.3, -0.1, -0.6], [-0.4, -0.1, 0.3], [0.6, 0.8, 0.4], [0.2, -0.5, -0.3], [-0.6, -0.2, -0.3], [0.6, 0.8, 0.2], [-0.3, -0.2, 0.4], [0.3, -0.5, -0.2], [0.6, 0.9, 0.3], [0.1, 0.1, 0.1], [-0.1, 0.0, 0.0], [0.1, -0.1, -0.1], [0.1, 0.0, 0.0], [0.0, 0.0, 0.1], [0.0, 0.0, 0.1], [0.1, 0.1, 0.0], [0.1, 0.1, 0.0], [0.0, 0.0, -0.1], [-0.1, 0.1, 0.0], [0.0, 0.0, 0.0], [0.0, 0.2, 0.0], [-0.1, -0.1, 0.2], [0.3, 0.2, -0.3], [-0.2, -0.2, 0.4], [0.3, 0.2, -0.3], [-0.4, -0.3, -0.1], [-0.1, 0.0, 0.0], [0.0, 0.1, 0.0], [-0.6, -0.4, -0.1], [0.1, 0.0, -0.1], [0.1, 0.1, 0.0], [1.6, 1.0, 0.4], [-1.6, -0.5, -0.2], [0.0, 0.0, 0.0], [0.0, -0.1, 0.0], [-0.1, -0.1, -0.1], [0.0, -0.1, 0.0], [0.1, 0.0, 0.0], [0.0, 0.1, 0.0], [-0.1, 0.1, 0.1], [-1.0, -0.8, 0.6], [-0.7, 1.4, -4.4], [-0.4, 1.0, 0.7], [1.2, 0.2, 0.4], [0.1, -0.2, 1.1], [0.5, -1.2, 0.3], [0.1, -0.2, 1.2]],
  "lowdin_charge": [1.2411, 1.1473, -0.2445, -0.3268, -0.0787, 0.0264, -0.0116, -0.1237, 0.0080, -0.1480, -0.1485, 0.0000, -0.1287, -0.0077, 0.0276, -0.0783, -0.3273, -0.2424, 0.1212, 0.1139, 0.1147, 0.1002, 0.1153, 0.1204, 0.1708, -0.2268, -0.2447, 0.1546, -0.3131, -0.1102, -0.0345, -0.2767, 0.1168, -0.1663, -0.4637, -0.4797, 0.8277, -0.4752, -0.4678, 0.8386, -0.4868, -0.4701, 0.8484, 0.0803, 0.0630, 0.0859, 0.0759, 0.0867, 0.0715, 0.0536, 0.0823, 0.0885, 0.0401, 0.0721, 0.0736, -0.0803, -0.7587, 0.0377, 1.0130, -0.5313, -0.0821, -0.0029, -0.2208, -0.0146, -0.0940, 0.0657, -0.0658, 0.0873, 0.0924, 0.0607, 0.1059, 0.1159, 0.1118, 0.1104, -0.4096, 1.8176, -0.3628, -0.3807, -0.3716, -0.4022, -0.7255]
}